# 1
# C55H45KN9O2Si

A structure of composition C55H45KN9O2Si in a non-equilibrium geometry (wB97M-V/def2-TZVPD, the OMol25 dataset).

The geometry in XYZ format:
```
113
Properties=species:S:1:pos:R:3
K -0.24252 0.36045 -0.50339
Si -2.78460 -2.46501 2.85251
O -1.92253 1.83795 -2.35202
O -4.06904 1.90926 -2.35142
N 1.50694 1.78519 -2.84445
N 5.24874 4.42459 -4.95262
N 3.44995 5.58842 -5.71312
N 2.21346 -2.77416 1.84149
N 1.25029 1.77160 1.87028
N -1.92381 2.37540 1.14668
N -0.48379 3.07362 2.96921
N 1.98985 -2.16439 -0.85044
N -1.99552 -0.86474 -2.35970
C -4.31697 -3.41591 2.28123
C 2.98651 3.89795 2.39661
C 0.89092 2.62827 -3.66125
C 0.81169 2.89870 2.48746
C -1.62350 -4.21799 4.79422
C 4.09270 -3.39756 -1.28649
C -2.95430 -0.22059 -3.02020
C 1.68626 3.97447 2.81747
C 4.76658 7.54745 -6.72647
C 3.43805 2.74489 1.73842
C 7.01153 6.00628 -5.84019
C -2.45382 -2.96711 -3.35330
C -1.73811 2.84101 2.38687
C -4.23360 3.19007 1.33178
C -6.62921 -4.69689 1.26853
C 5.67965 5.52163 -5.68381
C 5.36293 -4.26148 0.58624
C -5.84640 -5.29984 2.27054
C -4.65593 -4.71285 2.68965
C 3.90050 4.47415 -5.05365
C -1.81025 -2.17242 -2.44283
C -3.02745 1.27402 -2.61228
C 6.09148 8.01135 -6.88669
C 4.37091 -3.85058 1.49795
C -1.06224 -4.78719 2.54517
C -2.57737 -0.68973 5.06343
C -3.46651 -1.52658 4.44525
C -3.14321 2.67674 0.62314
C 3.94879 -3.18969 -2.67801
C 2.99452 3.46934 -4.47236
C 7.17974 7.23091 -6.45890
C -4.02645 3.59018 2.69541
C 1.59750 3.51584 -4.49715
C 3.06222 -2.90934 -0.39075
C 2.87562 -2.42268 -3.05919
C -5.16324 -2.76139 1.37430
C -4.79189 -1.57037 4.90381
C -6.28999 -3.35513 0.86180
C -4.33562 0.21350 6.46259
C 3.63407 2.49267 -3.68961
C -3.66894 -0.92302 -4.00482
C 2.52499 1.77062 1.51076
C -1.10789 -5.43816 5.22175
C 3.22335 -3.17624 1.01892
C -0.52056 -6.31205 4.28563
C -3.43446 -2.30510 -4.17281
C -5.24448 -0.67819 5.86399
C -2.80148 3.24519 3.24220
C 5.20875 -4.00262 -0.77466
C -3.01035 0.16793 6.13263
C 1.98548 -1.88549 -2.11454
C 2.83706 1.70329 -2.84251
C 4.58856 6.30318 -6.15248
C -1.63812 -3.90213 3.44579
C -0.51249 -5.98291 2.96581
H 6.19349 8.94663 -7.40072
H -0.08372 -7.23785 4.65224
H -0.22177 2.66427 -3.66895
H -5.53169 -2.31929 4.45079
H -7.44113 -5.24538 0.79672
H -4.37367 -0.37054 -4.61065
H -3.98216 -2.86233 -4.92493
H -4.73456 0.99872 7.09668
H 2.85244 0.89171 1.02103
H -4.07430 -5.26517 3.40113
H -1.00442 -2.56782 -1.83455
H -0.54393 3.63853 3.78604
H 7.76014 5.46328 -5.32241
H 1.10140 4.31928 -5.04634
H -2.23618 0.75703 6.59487
H -2.27287 -4.00239 -3.51607
H 4.43299 2.55678 1.48511
H -5.16031 3.24478 0.76051
H -6.19934 -6.29980 2.63396
H 6.30155 -4.74868 0.84974
H 1.15978 -1.32868 -2.52860
H 6.08699 -4.19324 -1.43153
H -4.94173 -1.75223 1.07814
H 4.71942 2.48939 -3.69765
H -3.18529 2.61405 -0.50142
H 8.19106 7.65908 -6.48417
H 3.89374 8.19314 -6.93345
H -0.17661 -6.66433 2.18654
H -1.52000 -0.64997 4.75096
H -4.81570 3.95976 3.35254
H 1.43539 -2.28392 1.42023
H 2.34425 -2.78962 2.82830
H 3.69946 4.69929 2.58721
H -2.56693 3.47513 4.27932
H 2.51786 5.81250 -6.00628
H -6.86743 -2.74106 0.19772
H 2.77779 -2.08399 -4.09644
H 4.44533 -4.12032 2.55486
H -0.85263 -4.53291 1.48966
H -6.31990 -0.63969 6.06100
H 3.33587 1.06962 -2.12775
H 4.73043 -3.67668 -3.33931
H -1.97260 -3.53229 5.53287
H -1.06938 -5.63719 6.29199
H 1.26589 4.87586 3.24369
```

Its HOMO energy is -2.544 eV. The calculation puts the orbital gap at 3.85 eV. As for the energy above the lowest of the compared OMol25 structures with the same formula, charge and spin: 47.24 kcal per mole. Its total charge is -1. The strongest force on any atom is 0.0598 Eh/bohr. Its total energy is -3655.653607 hartree.



# 2
# C55H45N2O3P2PdS

A structure of composition C55H45N2O3P2PdS (wB97M-V/def2-TZVPD, the OMol25 dataset).

The geometry in XYZ format:
```
109
Properties=species:S:1:pos:R:3
Pd -0.82397 1.95302 0.97982
S -3.80201 1.24630 0.87127
P -1.21615 -1.70697 -1.97514
P 1.18861 1.22515 0.34229
O 1.44826 -1.51263 -2.53048
O -4.11451 2.03380 -0.29685
O -4.78398 0.35869 1.43000
N -2.42232 0.48775 0.48965
N -0.52593 -0.73122 -0.81726
C 3.50773 0.07223 1.53096
C 0.56446 0.17904 -1.12296
C -3.32705 2.42601 2.12417
C 1.98589 2.51844 -0.66482
C 4.61687 -1.84060 0.44066
C -2.01039 0.56873 -3.21291
C -1.90979 -0.60626 1.16056
C 1.40565 -2.28246 0.62392
C 0.10782 -2.03748 1.14316
C -2.22272 1.38976 -4.30828
C 0.93664 4.03007 3.42015
C 1.17182 3.34750 -1.43633
C -1.84968 0.96506 -5.57852
C 0.92028 1.24326 3.19832
C 4.22778 -2.52621 -2.80130
C -0.32947 -2.63225 2.35257
C 3.10765 4.54710 -2.20009
C -3.97683 -1.78426 -1.98276
C -0.16107 -3.15498 -2.19752
C 1.02340 3.43628 2.15703
C -1.26270 -0.27865 -5.76622
C 1.05571 2.04318 2.04212
C 1.79175 -0.64173 -1.46418
C -2.48516 4.61018 2.66642
C 1.73143 4.35872 -2.20003
C 2.43662 -0.05519 0.69976
C -5.21199 -2.19207 -1.50761
C 4.57416 -0.84170 1.45118
C 0.48711 -5.40576 -1.75157
C -2.89235 -3.20212 -0.35275
C -2.99976 3.05695 4.41132
C -3.39795 2.11675 3.47643
C 0.86703 3.23488 4.54345
C -2.88447 3.68164 1.71475
C -2.53480 4.31300 4.02383
C 1.80822 -4.99583 -1.59948
C 3.92190 3.72466 -1.43589
C -2.11574 5.32550 5.05304
C -2.32828 -1.24210 2.33127
C 3.62156 -3.14185 -1.51753
C -1.04484 -1.11137 -4.67892
C -1.42172 -0.68445 -3.41154
C -4.13126 -3.60804 0.10972
C -2.80875 -2.28195 -1.40268
C 0.84997 1.83861 4.43577
C 3.36332 2.71156 -0.66818
C 1.18789 -2.80888 -2.18591
C 2.20370 -3.67302 -1.79536
C 2.29523 -1.30388 -0.16826
C -5.28868 -3.09927 -0.46266
C 4.54418 -4.29469 -1.10737
C -0.76165 -1.13185 0.53272
C 3.58107 -2.06859 -0.40695
C -0.51847 -4.48551 -2.00789
C -1.54153 -2.25279 2.89176
H 0.92865 5.10802 3.51160
H 1.96804 -3.08545 1.08626
H -3.26737 -0.96861 2.78813
H 5.52220 -2.42734 0.36694
H 0.29383 0.84351 -1.94221
H 1.14671 4.05447 1.27612
H 2.59737 -0.00283 -1.83559
H -0.97348 -0.59829 -6.75812
H 5.56967 -3.94321 -1.01373
H 5.24496 -2.19330 -2.59229
H -1.08042 5.16333 5.36094
H -3.07365 2.82008 5.46629
H -1.88286 -2.72641 3.80411
H -6.11393 -1.79026 -1.94790
H 5.41894 -0.73602 2.11739
H 4.26821 -3.28707 -3.58269
H 4.99387 3.87064 -1.43725
H -6.25547 -3.40797 -0.08771
H 0.89151 0.16298 3.10185
H -2.30299 0.88669 -2.21459
H 4.54487 -5.06514 -1.87860
H 0.77167 1.22792 5.32553
H -1.55519 -4.79215 -2.02864
H 0.29925 -3.35733 2.85337
H 0.09481 3.20441 -1.43371
H -4.19203 -4.31014 0.93061
H 2.53972 -5.73724 -1.31104
H 3.65862 -1.68335 -3.18242
H -2.90845 3.93474 0.66140
H 3.57455 0.91274 2.21339
H 4.24853 -4.74374 -0.15822
H 0.82301 3.69245 5.52348
H -1.99586 -3.58181 0.12128
H -2.15907 5.59321 2.34709
H -0.57916 -2.08037 -4.81213
H -2.68631 2.35731 -4.16852
H -3.80547 1.16956 3.79794
H 0.23628 -6.44844 -1.61217
H 3.54513 5.33601 -2.79735
H 4.00189 2.06843 -0.07636
H -2.19061 6.33871 4.66037
H -2.73523 5.25751 5.94660
H 1.09525 5.00080 -2.79468
H -3.92872 -1.07473 -2.79610
H -2.01903 1.61044 -6.43052
```

Its HOMO energy (alpha / beta) is -9.546 / -9.617 eV. The calculation puts the orbital gap (alpha / beta) at 6.98 / 6.01 eV. As for the energy above the lowest of the compared OMol25 structures with the same formula, charge and spin: 0.00 kcal per mole. Its total charge is +1. The strongest force on any atom is 0.0135 Eh/bohr. Its total energy is -3666.603308 hartree. The spin multiplicity is 3.



> What is the strongest force on any atom in the first record?

0.0598 Eh/bohr



> Which of these has the lowest total charge?

C55H45KN9O2Si



> Which of these has the lowest total charge?

C55H45KN9O2Si



> Number 2 is which compound?

C55H45N2O3P2PdS